Record 1
The following is a quantum chemistry calculation of a molecular structure, C48H121N7O6S2 at a distorted geometry, from OMol25.

The geometry in XYZ format:
```
184
Properties=species:S:1:pos:R:3:lowdin_charge:R:1
C 3.60 -16.05 21.25 -0.09
C 3.81 -16.98 22.45 -0.26
N 3.99 -18.38 22.11 -0.16
C 2.67 -18.93 21.71 -0.23
C 2.83 -20.36 21.37 -0.10
C 4.50 -18.98 23.36 -0.19
C 6.09 -18.86 23.39 -0.06
H 4.30 -16.32 20.46 0.06
H 3.80 -15.00 21.45 0.02
H 2.62 -16.06 20.77 0.08
H 4.70 -16.59 22.93 0.07
H 2.93 -16.91 23.09 0.12
H 1.99 -18.85 22.56 0.12
H 2.29 -18.31 20.89 0.09
H 2.83 -20.98 22.27 0.08
H 2.06 -20.73 20.69 0.09
H 3.77 -20.45 20.83 0.04
H 4.20 -20.02 23.49 0.08
H 4.06 -18.52 24.24 0.12
H 6.52 -19.52 24.14 0.07
H 6.50 -17.89 23.67 0.07
H 6.55 -19.10 22.43 0.05
C 7.20 -19.47 16.22 -0.11
C 8.12 -20.67 16.06 -0.17
N 9.50 -20.20 15.65 -0.22
C 9.47 -19.39 14.50 -0.29
C 9.21 -20.11 13.14 -0.02
C 10.52 -21.33 15.69 -0.19
C 11.93 -20.80 15.43 -0.05
H 7.59 -18.75 16.93 0.01
H 6.24 -19.80 16.62 0.09
H 6.99 -18.89 15.32 0.06
H 8.02 -21.25 16.97 0.09
H 7.73 -21.27 15.25 0.12
H 8.86 -18.49 14.61 0.07
H 10.43 -18.86 14.53 0.08
H 9.71 -21.08 13.10 0.07
H 8.13 -20.26 13.10 0.05
H 9.50 -19.53 12.27 0.07
H 10.14 -22.05 14.96 0.11
H 10.38 -21.77 16.67 0.05
H 12.11 -20.57 14.38 0.08
H 12.72 -21.44 15.81 0.08
H 12.03 -19.90 16.03 0.05
C 10.23 -15.50 13.30 -0.10
C 10.08 -16.52 14.37 -0.27
N 9.94 -15.95 15.76 -0.12
C 9.74 -17.06 16.73 -0.17
C 10.99 -17.99 16.96 -0.08
C 8.80 -15.04 15.83 -0.21
C 8.72 -14.30 17.20 -0.10
H 10.80 -15.96 12.50 0.08
H 10.76 -14.62 13.67 0.08
H 9.24 -15.23 12.93 0.07
H 9.26 -17.16 14.04 0.08
H 10.93 -17.20 14.29 0.11
H 9.45 -16.72 17.72 0.11
H 8.98 -17.73 16.33 0.07
H 10.84 -18.36 17.97 -0.07
H 11.07 -18.88 16.33 0.02
H 11.96 -17.53 16.78 0.11
H 7.89 -15.63 15.71 0.05
H 8.93 -14.33 15.01 0.11
H 8.35 -14.94 18.01 0.01
H 8.00 -13.48 17.18 0.08
H 9.66 -13.85 17.52 0.11
C 4.38 -18.52 17.78 -0.09
C 4.25 -18.22 16.26 -0.18
N 5.58 -17.99 15.67 -0.27
C 6.41 -16.90 16.31 -0.20
C 5.72 -15.46 16.24 -0.02
C 5.35 -17.66 14.26 -0.23
C 5.29 -18.98 13.43 -0.05
H 4.69 -17.65 18.36 0.06
H 4.99 -19.40 17.93 0.08
H 3.38 -18.75 18.15 0.05
H 3.73 -19.00 15.71 0.12
H 3.63 -17.35 16.08 0.09
H 7.36 -16.89 15.77 0.08
H 6.72 -17.07 17.34 0.05
H 4.88 -15.53 16.94 0.04
H 5.44 -15.08 15.26 0.10
H 6.25 -14.64 16.71 0.05
H 4.42 -17.10 14.16 0.11
H 6.14 -17.04 13.84 0.12
H 5.12 -18.76 12.38 0.07
H 6.24 -19.50 13.56 0.04
H 4.50 -19.66 13.75 0.07
C 8.04 -18.59 18.83 -0.08
C 7.44 -17.89 20.06 -0.23
N 7.65 -16.47 20.06 -0.10
C 7.58 -15.92 21.43 -0.17
C 6.19 -16.11 22.08 -0.14
C 6.90 -15.76 19.01 -0.21
C 7.19 -14.31 19.00 -0.17
H 9.13 -18.56 18.85 0.02
H 7.72 -18.09 17.92 0.03
H 7.73 -19.64 18.90 0.11
H 6.40 -18.17 20.15 0.12
H 7.91 -18.32 20.94 0.03
H 8.32 -16.33 22.12 0.12
H 7.85 -14.87 21.37 0.06
H 5.84 -17.13 22.21 0.03
H 6.24 -15.77 23.11 0.06
H 5.44 -15.53 21.53 0.04
H 5.85 -15.91 19.26 0.07
H 7.06 -16.14 18.00 0.06
H 6.94 -13.85 18.04 0.05
H 8.24 -14.03 19.09 0.09
H 6.63 -13.70 19.71 0.05
C 6.43 -13.33 22.85 -0.06
C 7.33 -14.14 23.81 -0.22
N 8.69 -13.54 23.87 -0.18
C 9.28 -13.85 25.15 -0.26
C 9.76 -15.32 25.25 -0.08
C 9.49 -13.68 22.65 -0.25
C 10.81 -12.91 22.69 -0.08
H 6.55 -13.63 21.81 0.02
H 6.64 -12.26 22.83 0.09
H 5.39 -13.45 23.15 0.09
H 6.93 -14.05 24.82 0.12
H 7.41 -15.17 23.47 0.05
H 10.06 -13.15 25.44 0.11
H 8.57 -13.81 25.97 0.10
H 10.39 -15.37 26.14 0.07
H 8.98 -16.07 25.35 0.07
H 10.44 -15.56 24.43 0.06
H 8.85 -13.39 21.82 0.10
H 9.69 -14.74 22.45 0.09
H 10.71 -11.97 23.24 0.08
H 11.15 -12.71 21.68 0.07
H 11.64 -13.44 23.15 0.07
C 4.64 -13.74 20.22 -0.08
C 4.33 -14.61 18.95 -0.23
N 2.87 -14.70 18.88 -0.17
C 2.41 -15.69 17.91 -0.20
C 2.46 -17.10 18.50 -0.13
C 2.08 -13.44 18.80 -0.22
C 2.30 -12.56 17.56 -0.09
H 5.69 -13.82 20.52 0.01
H 4.06 -14.09 21.08 0.03
H 4.42 -12.70 20.02 0.10
H 4.76 -14.19 18.04 0.10
H 4.78 -15.59 19.12 0.04
H 1.42 -15.44 17.53 0.12
H 3.03 -15.75 17.02 0.08
H 2.07 -17.88 17.85 0.09
H 3.48 -17.34 18.79 0.01
H 1.95 -17.18 19.46 0.06
H 2.33 -12.79 19.63 0.10
H 1.01 -13.66 18.78 0.11
H 1.75 -11.63 17.67 0.07
H 2.02 -13.02 16.61 0.07
H 3.32 -12.19 17.53 0.06
O 7.65 -22.94 19.91 -0.27
S 8.84 -22.52 19.22 0.69
O 9.11 -23.07 17.89 -0.28
O 8.96 -20.89 19.13 -0.36
C 9.83 -20.34 18.16 -0.24
C 10.69 -19.32 18.93 -0.14
C 10.36 -22.88 20.21 -0.06
H 9.27 -19.83 17.38 0.08
H 10.47 -21.12 17.74 0.09
H 11.23 -19.73 19.78 0.12
H 10.25 -18.42 19.37 0.11
H 11.52 -18.99 18.31 0.08
H 11.19 -22.61 19.57 0.08
H 10.24 -23.91 20.55 0.08
H 10.35 -22.33 21.15 0.04
O 6.93 -23.44 22.93 -0.30
S 6.36 -22.10 23.10 0.75
O 5.37 -21.87 24.21 -0.31
O 7.59 -20.95 23.14 -0.33
C 8.69 -21.04 22.21 -0.23
C 8.90 -19.67 21.47 -0.04
C 5.56 -21.56 21.51 -0.09
H 8.53 -21.86 21.51 0.04
H 9.59 -21.25 22.79 0.12
H 9.57 -19.81 20.62 0.05
H 9.38 -18.95 22.12 0.12
H 7.93 -19.39 21.06 0.03
H 6.25 -21.65 20.67 0.05
H 5.27 -20.52 21.68 0.02
H 4.69 -22.21 21.44 0.08
```

Max |F| in eV/A: 6.88
HOMO in eV: -7.79
E_LUMO in eV: -6.492
Total charge: 0
E_tot in eV: -96093.56131
Molecular weight in g/mol: 956.67

---

Record 2
The following is a quantum chemistry calculation of 15 unconnected molecules or ions with the total composition C48H123N9O15 at a distorted geometry, from OMol25.

The geometry in XYZ format:
```
195
Properties=species:S:1:pos:R:3:lowdin_charge:R:1
C 1.91 -0.34 -6.33 -0.03
C 0.58 -1.09 -6.20 -0.43
C -0.54 -0.09 -6.07 -0.20
C -1.88 -0.63 -6.37 -0.18
C -1.95 -1.20 -7.85 -0.09
C -0.80 -2.23 -8.13 -0.44
N 0.46 -1.73 -7.58 -0.15
O 1.46 -2.61 -7.85 -0.02
C -1.20 -3.59 -7.43 -0.02
C -0.54 -2.38 -9.69 -0.02
C 0.51 -2.05 -4.95 0.00
H 2.76 -1.01 -6.46 0.07
H 2.11 0.37 -5.53 0.07
H 1.85 0.24 -7.25 0.09
H -0.64 0.31 -5.06 0.10
H -0.37 0.86 -6.58 0.12
H -2.54 0.24 -6.38 0.11
H -2.36 -1.12 -5.53 0.10
H -1.91 -0.34 -8.51 0.11
H -2.90 -1.66 -8.12 0.11
H -0.36 -4.27 -7.33 0.08
H -1.66 -3.43 -6.45 0.07
H -1.96 -4.17 -7.95 0.07
H -1.21 -3.16 -10.04 0.06
H -0.80 -1.50 -10.29 0.07
H 0.38 -2.82 -10.07 0.07
H -0.48 -2.37 -4.61 0.07
H 1.00 -1.77 -4.02 0.06
H 0.99 -2.98 -5.27 0.06
H 1.51 -3.08 -7.02 0.07
C -1.89 -0.90 2.49 -0.03
C -0.55 -1.14 1.67 -0.42
C -1.00 -2.09 0.44 -0.10
C -0.06 -2.16 -0.78 -0.19
C 0.47 -0.83 -1.14 -0.16
C 1.02 0.07 0.00 -0.43
N 0.02 0.07 1.08 -0.12
O 0.24 1.11 1.97 -0.01
C 2.44 -0.50 0.33 -0.03
C 1.22 1.55 -0.54 0.01
C 0.46 -1.89 2.61 0.00
H -2.36 -1.87 2.61 0.06
H -2.51 -0.26 1.86 0.08
H -1.86 -0.52 3.51 0.06
H -1.44 -3.00 0.85 0.10
H -1.89 -1.59 0.06 0.08
H -0.50 -2.62 -1.67 0.11
H 0.69 -2.87 -0.43 0.11
H -0.31 -0.34 -1.72 0.13
H 1.32 -1.15 -1.74 0.10
H 3.17 -0.38 -0.47 0.08
H 2.88 -0.20 1.28 0.07
H 2.32 -1.58 0.45 0.06
H 0.30 2.14 -0.59 0.08
H 2.01 2.12 -0.05 0.06
H 1.46 1.30 -1.58 0.06
H 0.03 -2.87 2.82 0.07
H 0.62 -1.27 3.49 0.06
H 1.42 -2.07 2.13 0.06
H -0.30 1.81 1.59 0.06
C -2.23 3.44 2.66 -0.06
C -2.18 4.83 3.24 -0.47
C -2.67 4.68 4.76 -0.12
C -2.39 5.94 5.67 -0.16
C -0.86 6.12 5.64 -0.15
C -0.21 6.27 4.23 -0.43
N -0.72 5.17 3.31 -0.07
O -0.08 5.03 2.02 -0.03
C -0.51 7.67 3.65 -0.05
C 1.37 6.26 4.39 -0.03
C -3.09 5.81 2.52 -0.02
H -1.70 3.32 1.72 0.05
H -3.28 3.24 2.46 0.09
H -1.79 2.66 3.28 0.07
H -3.71 4.37 4.88 0.11
H -2.15 3.83 5.21 0.08
H -2.94 5.75 6.59 0.11
H -2.80 6.83 5.19 0.09
H -0.50 5.29 6.25 0.11
H -0.65 6.98 6.28 0.12
H -1.45 8.04 4.06 0.06
H 0.22 8.45 3.88 0.08
H -0.60 7.74 2.57 0.08
H 1.76 6.73 5.30 0.08
H 1.66 5.25 4.68 0.06
H 2.01 6.55 3.56 0.08
H -2.76 6.80 2.86 0.06
H -4.17 5.69 2.63 0.09
H -2.93 5.79 1.45 0.07
H 0.80 4.70 2.21 0.04
C 4.82 0.26 -3.89 -0.81
O 4.26 -0.79 -3.83 0.04
N 5.97 0.38 -4.45 0.19
N 4.37 1.31 -3.30 0.20
H 6.30 1.33 -4.41 0.11
H 6.68 -0.32 -4.66 0.13
H 5.01 2.10 -3.30 0.12
H 3.51 1.26 -2.77 0.11
C 3.56 -4.14 -4.27 -0.80
O 3.27 -5.32 -4.47 0.00
N 4.28 -3.37 -5.02 0.17
N 3.13 -3.50 -3.22 0.17
H 4.76 -3.83 -5.79 0.12
H 4.64 -2.48 -4.70 0.06
H 2.51 -4.01 -2.60 0.12
H 3.53 -2.60 -3.02 0.07
C 0.69 1.08 5.55 -0.76
O 1.82 0.76 5.21 0.01
N -0.02 0.12 6.09 0.17
N 0.20 2.27 5.59 0.22
H 0.50 -0.73 6.23 0.12
H -1.03 0.09 6.13 0.11
H 0.60 3.08 5.13 0.11
H -0.73 2.24 5.98 0.11
C -4.65 -1.63 4.08 -0.11
C -4.94 -3.07 3.57 -0.28
O -6.04 -2.68 2.73 -0.09
H -4.51 -0.81 3.38 0.07
H -3.83 -1.55 4.79 0.06
H -5.55 -1.47 4.67 0.07
H -5.09 -3.68 4.46 0.11
H -4.06 -3.42 3.02 0.09
H -6.44 -3.48 2.37 0.08
C 6.80 -2.10 1.98 -0.10
C 5.51 -2.85 1.91 -0.31
O 5.35 -3.29 3.23 -0.09
H 7.05 -1.77 0.97 0.06
H 7.71 -2.61 2.31 0.08
H 6.75 -1.23 2.63 0.06
H 5.54 -3.66 1.18 0.12
H 4.68 -2.15 1.73 0.10
H 4.98 -2.54 3.72 0.04
C -3.45 3.06 -0.87 -0.08
C -2.62 4.05 -1.61 -0.32
O -3.27 4.42 -2.79 -0.06
H -3.44 2.06 -1.31 0.07
H -4.51 3.29 -0.80 0.09
H -3.02 2.94 0.13 0.04
H -1.66 3.55 -1.69 0.10
H -2.51 4.95 -1.01 0.11
H -3.46 5.36 -2.86 0.10
C 0.11 2.93 -4.48 -0.08
C -0.24 4.39 -4.68 -0.37
O -1.49 4.46 -5.21 -0.05
H -0.84 2.41 -4.61 0.07
H 0.36 2.80 -3.43 0.05
H 0.85 2.53 -5.17 0.07
H 0.42 4.70 -5.49 0.11
H 0.06 4.99 -3.82 0.11
H -2.13 4.55 -4.50 0.05
C 6.14 -0.85 5.88 -0.08
C 4.93 -0.08 5.45 -0.37
O 4.17 -0.83 4.63 -0.09
H 5.87 -1.78 6.39 0.08
H 6.60 -0.25 6.66 0.07
H 6.90 -1.16 5.16 0.07
H 5.20 0.84 4.94 0.10
H 4.27 0.08 6.31 0.12
H 3.28 -0.46 4.60 0.05
C -1.78 -5.44 4.61 -0.10
C -2.06 -6.76 3.96 -0.28
O -1.32 -6.68 2.72 -0.08
H -1.48 -4.65 3.92 0.06
H -0.93 -5.58 5.29 0.08
H -2.66 -5.03 5.11 0.06
H -3.14 -6.88 3.89 0.10
H -1.79 -7.51 4.70 0.11
H -1.87 -6.34 2.01 0.03
C 4.24 2.19 2.50 -0.06
C 3.88 3.70 2.20 -0.23
O 2.51 3.88 1.76 -0.11
H 3.53 1.72 3.18 0.06
H 5.10 2.05 3.15 0.06
H 4.45 1.56 1.63 0.06
H 4.40 4.24 1.42 0.10
H 4.22 4.28 3.06 0.10
H 2.30 3.05 1.33 0.03
C -3.29 -7.48 -0.39 -0.07
C -2.16 -6.40 -0.42 -0.26
O -2.73 -5.27 0.27 -0.12
H -2.96 -8.42 -0.84 0.07
H -4.22 -7.17 -0.85 0.06
H -3.70 -7.63 0.61 0.07
H -1.80 -6.00 -1.36 0.11
H -1.23 -6.72 0.06 0.11
H -3.39 -4.83 -0.28 0.08
C -4.61 -1.39 -1.23 -0.06
C -6.12 -1.88 -1.09 -0.27
O -6.96 -0.81 -1.51 -0.10
H -4.29 -0.66 -0.49 0.05
H -4.33 -1.00 -2.21 0.07
H -3.91 -2.22 -1.13 0.04
H -6.51 -2.08 -0.09 0.10
H -6.20 -2.68 -1.82 0.10
H -7.84 -1.02 -1.18 0.08
```

Max |F| in eV/A: 5.44
HOMO in eV: -7.65
E_LUMO in eV: 0.107
Total charge: 0
E_tot in eV: -95884.89975
Molecular weight in g/mol: 1066.56